Molecular formula: C7H9N2
Method: DFT, the ωB97M-V functional and the def2-TZVPD basis

Atoms and positions in Å:
N 0.797 0.046 0.170
N 2.639 -1.075 -1.195
C -0.127 -0.856 0.858
C 1.834 -0.556 -0.553
C -0.222 0.901 -1.471
C 1.462 1.030 1.004
C -1.394 -1.296 -1.298
C -0.915 -1.742 -0.124
C -1.035 -0.038 -1.865
H -1.748 -1.999 -1.986
H 0.540 -1.279 1.598
H -0.835 -0.048 1.379
H 2.207 1.725 0.508
H 2.102 0.554 1.756
H -1.528 0.378 -2.742
H 0.669 1.486 1.538
H -1.165 -2.767 0.239
H 0.361 1.613 -1.987

Summary:
LUMO level: -0.198 Ha
Frontier orbital gap: 9.1 eV
Net charge: +1
ΔE to the lowest compared entry with this formula, charge and spin: 126.8 kcal per mole